This record from OMol25 describes 2 unconnected molecules or ions with the total composition C9H14O2 at a distorted geometry. The level of theory is ωB97M-V/def2-TZVPD.

Geometry as ORCA input:
```
! RIJCOSX wB97M-V def2-TZVPD def2/J DEFGRID3
* xyz 0 1
C -1.938 -3.057 0.622
C -0.821 -2.104 0.157
C 0.492 -2.402 0.418
C 1.460 -1.604 -0.231
C 1.041 -0.524 -0.959
O 2.045 0.295 -1.455
C -0.284 -0.263 -1.262
C -1.271 -1.072 -0.657
H -2.863 -2.591 0.976
H -1.759 -3.772 1.430
H -2.180 -3.634 -0.271
H 0.824 -3.247 0.998
H 2.497 -1.843 -0.074
H 1.820 0.695 -2.304
H -0.643 0.616 -1.782
H -2.320 -0.829 -0.715
C -1.295 2.528 1.111
C 0.221 2.672 1.232
O 0.681 3.907 0.634
H -1.700 2.366 2.117
H -1.832 1.868 0.436
H -1.701 3.525 0.907
H 0.517 2.692 2.276
H 0.803 1.916 0.716
H 0.764 3.743 -0.288
*
```

## Properties
max |F| = 3.285 eV Å⁻¹
HOMO energy = -8.7 eV
frontier orbital gap = 9.37 eV
energy above the lowest of the compared OMol25 structures with the same formula, charge and spin = 162.1 kJ/mol
E_LUMO = 0.67 eV